1.
Density functional theory data (ωB97M-V with the def2-TZVPD basis set) for a structure of composition C31H28BF7O2S at a distorted geometry.

XYZ file:
```
70
Properties=species:S:1:pos:R:3:mulliken_charge:R:1
C -3.34414 3.12854 -0.91941 -1.34
C -1.99425 2.59370 -1.14838 0.73
C -1.64247 1.76344 -2.22226 -1.00
C -0.29852 1.41808 -2.21322 -0.83
C 0.31985 1.63540 -0.90893 0.93
B -1.50274 -2.35099 1.49997 0.92
C 1.74769 2.06877 -0.87074 1.59
C 2.29886 2.62987 0.28259 -0.97
C 3.66014 2.91852 0.29348 -0.16
C 4.34256 3.33257 1.56146 0.85
F 5.32892 4.25261 1.31568 -0.28
F 3.47071 3.86431 2.46893 -0.27
F 4.95113 2.25095 2.16833 -0.27
C 4.45323 2.75531 -0.83709 -1.37
C 3.87464 2.28719 -1.99744 -0.08
C 4.71232 2.06990 -3.22230 0.86
F 4.52934 0.80855 -3.74444 -0.22
F 4.39172 2.97029 -4.20943 -0.27
F 6.04468 2.20324 -2.95269 -0.30
C 2.51133 1.97890 -2.02889 -0.88
O -2.44612 -2.00601 2.42822 -0.42
C -3.61848 -1.32501 1.92339 -0.97
C -4.22403 -2.06156 0.72036 2.24
C -4.83318 -3.39222 1.14475 -1.79
C -5.29325 -1.13444 0.16471 -1.88
C -3.09340 -2.28159 -0.32043 -0.75
O -1.88377 -2.81048 0.27585 -0.60
S -0.71572 2.98577 -0.11994 -0.33
H -3.95354 3.03038 -1.82991 0.34
H -3.81043 2.56640 -0.09347 0.18
H -3.26046 4.18287 -0.61026 0.41
H -2.36877 1.44521 -2.97471 0.35
H 0.25090 0.90099 -3.00531 0.48
H 1.71112 2.80612 1.18471 0.62
H 5.50903 2.99747 -0.82435 0.57
H 2.07000 1.63748 -2.96157 0.37
H -4.34408 -1.26990 2.73807 0.46
H -3.31858 -0.29815 1.64135 0.24
H -5.27667 -3.90140 0.28716 0.44
H -4.07778 -4.04347 1.59301 0.29
H -5.62797 -3.22076 1.87136 0.42
H -5.78900 -1.54064 -0.72153 0.41
H -6.05364 -0.94965 0.92848 0.45
H -4.85236 -0.16109 -0.09090 0.30
H -3.39821 -2.99654 -1.09631 0.44
H -2.83327 -1.31801 -0.80635 0.08
F -0.24635 -3.88390 3.37942 -0.31
C 0.15344 -2.59056 3.18755 -0.38
C 0.44366 -1.84505 4.27935 -0.72
C 0.54766 -0.44434 4.11145 -0.67
C 0.59990 0.13281 2.82706 -0.56
C 0.39805 -0.58608 1.64718 0.00
C 0.44184 -0.02059 0.28697 0.59
C 1.22573 -0.82906 -0.66737 0.60
C 2.63095 -0.96595 -0.46900 -0.14
C 3.40065 -1.58637 -1.45851 -0.74
C 2.76795 -2.12944 -2.58319 -0.69
C 1.36765 -2.11266 -2.72257 -0.82
C 0.58529 -1.48552 -1.73680 0.21
C 0.06683 -2.07442 1.80750 0.81
H 0.51454 -2.26371 5.27461 0.46
H 0.63135 0.19379 4.98788 0.44
H 0.85192 1.19918 2.68718 0.33
H -0.60132 0.41977 -0.04887 -0.63
H 3.09255 -0.51467 0.41553 0.45
H 4.49065 -1.63196 -1.32405 0.40
H 3.37979 -2.59773 -3.36087 0.39
H 0.86570 -2.58701 -3.56929 0.43
H -0.51204 -1.49262 -1.79824 0.25
H 0.58029 -2.72487 1.08550 0.30
```

## Properties
Frontier orbital gap in eV: 4.49
Highest occupied orbital energy in hartree: -0.221
Energy relative to the best compared isomer or geometry (same formula, charge and spin) in eV: 5.406

2.
Density functional theory data (ωB97M-V with the def2-TZVPD basis set) for a structure of composition C31H28BrN9O4Se2Ti.

XYZ file:
```
76
Properties=species:S:1:pos:R:3:lowdin_spin:R:1
Ti -0.36549 0.56969 -0.24865 0.92
O 2.44180 1.71953 3.05326 0.00
C 1.84333 2.92536 3.28026 0.00
C 2.05236 3.53738 4.50949 0.00
C 1.45285 4.75358 4.78623 0.00
C 0.65271 5.38097 3.84018 0.00
C 0.45047 4.76992 2.61608 0.00
C 1.02639 3.53984 2.32087 0.00
C 0.69168 2.86651 1.01446 0.00
O -0.14883 1.76808 1.18048 -0.01
N 1.92582 2.36241 0.36282 0.00
N 1.74418 1.23944 -0.43140 0.00
C 2.72001 0.86371 -1.16488 0.02
C 2.82093 -0.46513 -1.74977 0.00
Br 1.98404 -1.85044 -0.76702 0.01
C 3.59578 -0.76467 -2.79285 0.01
C 4.25755 0.23778 -3.63368 0.00
C 5.54722 -0.00726 -4.10921 0.00
C 6.19836 0.93763 -4.88302 0.00
C 5.56129 2.12905 -5.20702 0.00
C 4.26899 2.36641 -4.76352 0.00
C 3.61249 1.42579 -3.98332 0.00
H 2.48069 1.61544 2.08714 0.00
H 2.69344 3.04593 5.22900 0.00
H 1.62216 5.22200 5.74674 0.00
H 0.19217 6.33493 4.05573 0.00
H -0.17602 5.24761 1.86995 0.00
H 0.20294 3.60791 0.36655 0.00
H 2.51630 3.07426 -0.05633 0.00
H 3.59534 1.50270 -1.28519 0.00
H 3.75312 -1.80767 -3.04093 0.00
H 6.04199 -0.93787 -3.86007 0.00
H 7.20109 0.74500 -5.23961 0.00
H 6.06782 2.86305 -5.81922 0.00
H 3.77319 3.28622 -5.04814 0.00
H 2.58324 1.56860 -3.67220 0.00
C -4.44711 -0.63514 -1.77122 0.00
C -2.99975 -0.41160 -1.47466 0.01
N -2.52478 0.00019 -0.34509 -0.02
O -3.38066 0.22812 0.73257 0.00
C -2.02172 -0.60102 -2.53716 -0.01
C -2.31330 -1.03363 -3.93314 0.00
N -0.78857 -0.32277 -2.17257 0.01
O 0.18038 -0.40901 -2.98116 0.02
H -5.10416 -0.54920 -0.91002 0.00
H -4.59396 -1.61642 -2.22074 0.00
H -4.76870 0.10849 -2.50313 0.00
H -4.03677 -0.48278 0.75918 0.00
H -3.37815 -1.07470 -4.14695 0.00
H -1.87953 -2.01619 -4.13452 0.00
H -1.83572 -0.34512 -4.63330 0.00
Se -0.12134 -0.30496 3.10241 0.01
N -0.37397 -0.88288 1.42091 0.00
C -0.75375 -2.15426 1.47321 0.00
C -1.08188 -2.97321 0.35167 0.00
C -1.45319 -4.25821 0.58080 0.00
C -1.52291 -4.80764 1.90361 0.00
C -1.22459 -4.06087 2.99185 0.00
C -0.83282 -2.69971 2.80218 0.00
N -0.52981 -1.86880 3.78422 0.02
H -1.02280 -2.57000 -0.65097 0.00
H -1.70030 -4.89798 -0.25649 0.00
H -1.81934 -5.84123 2.01926 0.00
H -1.27021 -4.45601 3.99691 0.00
Se 0.79728 3.99240 -4.15934 0.00
N -0.55998 5.04588 -3.73243 0.00
C -1.20166 4.43992 -2.75036 0.00
C -2.36030 4.94900 -2.09971 0.00
C -2.88114 4.20999 -1.09095 0.00
C -2.26938 2.97609 -0.71426 0.00
N -1.21976 2.45392 -1.29232 0.00
C -0.66046 3.17136 -2.32673 0.00
N 0.42390 2.75985 -2.94716 0.00
H -2.77943 5.89528 -2.41362 0.00
H -3.75316 4.52924 -0.53848 0.00
H -2.68790 2.43488 0.12582 0.00
```

## Properties
⟨S²⟩: 0.7574
Total charge: +1
Spin multiplicity: 2
Frontier orbital gap (spin up / spin down) in eV: 6.50 / 6.54
Highest occupied orbital energy (spin up / spin down) in hartree: -0.388 / -0.390
Energy relative to the best compared isomer or geometry (same formula, charge and spin) in eV: 0.915

3.
Density functional theory data (ωB97M-V with the def2-TZVPD basis set) for a structure of composition C31H28CrN7O2S at a distorted geometry.

XYZ file:
```
70
Properties=species:S:1:pos:R:3:lowdin_spin:R:1
Cr -0.67681 -0.76498 -0.06346 0.97
C -3.32631 0.56773 -3.23059 0.00
O -4.05990 -0.27216 -2.25456 0.01
C -3.18462 -0.57498 -1.33685 0.01
N -2.02560 -0.02459 -1.38437 -0.01
C -2.06209 0.99384 -2.46925 0.00
C -0.79310 1.06703 -3.26667 0.00
C -0.12939 2.28124 -3.38381 0.00
C 1.06691 2.35821 -4.08764 0.00
C 1.60453 1.21618 -4.66781 0.00
C 0.93865 0.00190 -4.55593 0.00
C -0.25838 -0.07258 -3.86058 0.00
C -3.46360 -1.50240 -0.21615 0.01
C -4.59662 -2.23994 0.04849 0.00
C -4.59407 -3.04031 1.18726 0.02
C -3.47250 -3.08765 2.01293 0.00
C -2.38427 -2.31722 1.65963 0.01
N -2.39705 -1.54954 0.57805 0.00
C -1.05247 -2.24332 2.30476 0.00
N -0.11332 -1.57302 1.73296 0.00
C 1.11272 -1.70948 2.56296 0.00
C 0.60686 -2.57540 3.74835 0.00
O -0.80110 -2.86939 3.41806 0.00
C 1.67551 -0.37959 2.99549 0.00
C 3.04059 -0.13916 2.91303 0.00
C 3.56519 1.07360 3.35141 0.00
C 2.72198 2.05149 3.86148 0.00
C 1.35197 1.81469 3.93979 0.00
C 0.83306 0.60229 3.51295 0.00
H -3.97190 1.38880 -3.51414 0.00
H -3.10717 -0.05265 -4.09550 0.00
H -2.22121 1.95827 -1.98281 0.00
H -0.54982 3.17485 -2.93016 0.00
H 1.56914 3.31159 -4.19438 0.00
H 2.53637 1.27664 -5.21784 0.00
H 1.34996 -0.88817 -5.01750 0.00
H -0.77809 -1.02273 -3.78001 0.00
H -5.45357 -2.19000 -0.61171 0.00
H -5.46752 -3.63265 1.43073 0.00
H -3.43766 -3.70746 2.90088 0.00
H 1.85158 -2.24770 1.97360 0.00
H 0.61620 -2.04243 4.69212 0.00
H 1.12782 -3.52044 3.85158 0.00
H 3.70115 -0.90429 2.51070 0.00
H 4.63414 1.24915 3.29809 0.00
H 3.13036 2.99430 4.20861 0.00
H 0.69348 2.57189 4.35045 0.00
H -0.23667 0.42177 3.58793 0.00
C 3.20366 0.97799 -0.72050 0.00
C 1.78655 0.64229 -0.41293 0.00
N 1.21369 -0.48438 -0.69569 0.00
N 1.98086 -1.43513 -1.31643 0.00
C 1.30830 -2.51371 -1.61578 0.00
N 1.95596 -3.49547 -2.25808 0.00
S -0.38379 -2.78300 -1.23181 -0.01
C 0.88949 1.60971 0.22816 0.00
C 1.25194 2.91679 0.50868 0.00
C 0.31426 3.77557 1.05465 0.00
C -0.96869 3.30892 1.31209 0.00
C -1.26260 1.99722 1.01529 0.00
N -0.35617 1.16113 0.48757 0.00
H 3.72417 0.10911 -1.09926 0.00
H 3.69885 1.34693 0.17967 0.00
H 3.24738 1.77005 -1.47449 0.00
H 2.92865 -3.37389 -2.48606 0.00
H 1.49305 -4.35059 -2.50627 0.00
H 2.25916 3.24954 0.29522 0.00
H 0.57717 4.80386 1.27509 0.00
H -1.72909 3.94984 1.73917 0.00
H -2.24613 1.58599 1.21117 0.00
```

## Properties
⟨S²⟩: 0.7615
Total charge: +2
Spin multiplicity: 2
Frontier orbital gap (spin up / spin down) in eV: 6.71 / 6.71
Highest occupied orbital energy (spin up / spin down) in hartree: -0.502 / -0.502

4.
Density functional theory data (ωB97M-V with the def2-TZVPD basis set) for a structure of composition C31H28F10N7O2PtS3.

XYZ file:
```
82
Properties=species:S:1:pos:R:3:lowdin_spin:R:1
Pt -0.68129 -0.46468 0.54829 1.40
C -2.98439 0.49695 2.66587 0.00
N -2.68965 -0.60778 1.73799 0.09
C -2.59535 -1.89862 2.47429 0.00
C -1.80446 -2.96823 1.74084 0.01
N -0.46644 -2.46926 1.46547 0.18
C 0.45787 -3.33041 0.89814 0.00
C 0.18646 -4.34393 -0.02884 0.03
F -1.06984 -4.51330 -0.49347 0.01
C 1.15763 -5.15633 -0.57875 0.00
F 0.81684 -6.08291 -1.47705 0.00
C 2.48080 -4.98444 -0.24364 0.03
F 3.42580 -5.74990 -0.78585 0.01
C 2.80597 -3.98877 0.65363 0.00
F 4.07926 -3.79975 1.00275 0.00
C 1.81724 -3.20717 1.20944 0.03
F 2.20972 -2.28626 2.11387 0.01
C -3.74042 -0.60708 0.70512 0.01
C -3.40000 -1.40842 -0.54014 0.05
N -2.07312 -1.03110 -0.99888 0.53
C -1.68668 -1.31577 -2.26724 0.04
C -0.68429 -0.52071 -2.89261 0.09
F -0.25094 0.57551 -2.30800 0.03
C -0.20246 -0.79553 -4.14535 -0.01
F 0.71574 -0.01236 -4.69294 -0.01
C -0.69627 -1.87898 -4.85536 0.11
F -0.22695 -2.15064 -6.04842 0.04
C -1.69427 -2.66812 -4.30225 -0.01
F -2.15268 -3.70913 -4.97398 -0.01
C -2.18544 -2.38574 -3.05150 0.09
F -3.08783 -3.21659 -2.55726 0.03
H -3.95812 0.35069 3.15062 0.00
H -2.22245 0.56060 3.43268 0.00
H -2.99124 1.43827 2.11883 0.00
H -2.09096 -1.69463 3.41634 0.00
H -3.60291 -2.27204 2.69961 0.00
H -1.75569 -3.84272 2.40190 0.01
H -2.35207 -3.30251 0.86256 0.00
H -4.68447 -0.97625 1.12143 0.00
H -3.89080 0.43098 0.40751 0.00
H -3.45425 -2.47597 -0.35617 0.02
H -4.14676 -1.18974 -1.30603 0.01
O 4.72486 1.36046 0.47356 0.00
C 4.43301 1.01832 -0.79771 0.01
C 5.42751 1.25433 -1.74450 0.00
C 5.21433 0.96246 -3.07364 0.01
C 3.99765 0.42275 -3.50390 0.00
C 3.02355 0.16608 -2.57639 0.01
C 3.21324 0.44874 -1.21062 0.01
C 2.11789 0.08343 -0.31586 0.05
O 1.20485 -0.64475 -0.70930 0.15
N 2.19733 0.53241 1.00983 0.37
N 1.18116 0.16605 1.74545 0.17
C 1.44420 0.28328 3.04420 0.12
S 2.93241 0.94501 3.62181 0.07
C 2.44726 0.92191 5.36451 0.01
C 1.55697 -0.28321 5.56208 0.01
S 0.33873 -0.28463 4.22292 0.11
H 3.94259 1.20212 1.02134 0.00
H 6.36367 1.67423 -1.39705 0.00
H 5.99983 1.15863 -3.79263 0.00
H 3.82933 0.20775 -4.55132 0.00
H 2.07742 -0.26198 -2.88108 0.00
H 1.94200 1.85559 5.60503 0.00
H 3.36194 0.84165 5.95063 0.00
H 1.01133 -0.25410 6.50358 0.00
H 2.11854 -1.21332 5.48950 0.00
S -0.46390 2.43716 0.54517 0.06
C -1.15946 3.80964 -0.19733 0.02
N -0.39765 4.87313 -0.48163 0.01
C -0.88854 6.12111 -1.07678 0.00
C -2.35580 6.28858 -0.73244 0.00
C -3.09446 5.03162 -1.14831 0.00
N -2.45780 3.87625 -0.50962 0.00
H 0.57392 4.77938 -0.24040 0.00
H -0.75699 6.09721 -2.16002 0.00
H -0.29467 6.94351 -0.68650 0.00
H -2.77080 7.15754 -1.24140 0.00
H -2.46415 6.43600 0.34403 0.00
H -3.06946 4.92341 -2.23451 0.00
H -4.13569 5.06480 -0.83803 0.00
H -2.99703 3.05019 -0.32613 0.00
```

## Properties
⟨S²⟩: 6.0558
Total charge: +1
Spin multiplicity: 5
Frontier orbital gap (spin up / spin down) in eV: 6.55 / 4.86
Highest occupied orbital energy (spin up / spin down) in hartree: -0.336 / -0.360